(1)
DFT (ωB97M-V/def2-TZVPD) results for a structure of composition C26H42Br2Cl16F3N5O4P at a distorted geometry.

Values from the calculation:
HOMO-LUMO gap	6.6	eV
LUMO	-3.734	eV
highest occupied orbital energy	-0.381	hartree
total charge	+1

XYZ file:
```
99
Properties=species:S:1:pos:R:3:forces:R:3:lowdin_charge:R:1
C -0.56740 2.78551 3.51217 0.2 0.3 0.0 -0.116
C 0.33846 3.23744 2.28595 0.1 0.4 -0.2 -0.130
C -0.43843 3.16164 0.89516 0.4 1.3 1.7 -0.233
F 0.36645 3.50038 -0.20104 -0.7 -0.9 1.0 0.003
N -1.15084 1.85561 0.71145 -0.1 -0.2 -0.5 0.065
C -2.62576 1.97914 0.71777 -1.1 1.4 -0.7 -0.056
C -3.16506 2.87508 -0.50060 -1.7 -1.3 -0.6 -0.328
C -4.49453 2.18367 -1.08489 1.1 0.5 -0.5 -0.110
O -2.22452 2.89413 -1.59704 -0.2 0.6 0.9 -0.063
C -0.50407 0.70605 0.55102 1.4 0.4 0.2 -0.211
N -1.24144 -0.50736 0.38371 0.9 1.1 2.9 0.001
C -1.86022 -1.06455 1.57696 -3.6 -1.3 2.6 -0.189
C -3.29114 -1.49369 1.44802 0.8 -0.3 2.2 0.000
C -4.03605 -2.06285 2.58810 2.3 0.6 -0.1 -0.058
C -3.40322 -2.20853 3.92525 1.1 1.0 -2.8 -0.066
C -2.01153 -1.77006 4.05443 -1.3 0.0 -1.4 -0.054
C -1.26400 -1.21860 2.90954 -1.3 -0.2 -0.3 0.008
N -0.65466 -1.42714 -0.50237 -1.2 0.2 -0.2 0.111
C -0.66931 -2.80671 -0.02968 -1.4 -2.2 -0.3 -0.391
O -1.57069 -3.51342 -0.35809 0.9 0.4 0.2 0.214
F 0.31720 -3.37247 0.72907 -0.5 2.4 -0.9 0.112
C -1.48164 -1.40894 -1.73513 0.8 -0.6 -2.1 -0.419
O -0.99163 -1.79642 -2.73425 -0.5 0.1 0.5 0.221
F -2.76006 -0.91529 -1.74998 1.8 -0.3 1.3 0.124
N 0.91313 0.74256 0.50106 -2.4 -0.6 0.6 -0.188
C 1.58358 -0.34041 1.28504 0.9 0.4 -0.2 -0.631
Br 3.09177 -1.05571 0.10986 0.1 -1.3 1.5 0.701
C 2.28725 0.15692 2.62604 0.7 -1.8 -0.6 -0.672
C 2.96393 -1.14552 3.27875 0.4 0.3 -0.5 -0.173
Br 3.83392 1.33219 2.12704 -1.1 0.3 0.7 0.688
P 1.55713 0.71703 -1.16015 0.5 -0.4 -3.8 0.793
N 2.71312 2.04170 -1.27795 -1.0 -0.8 -0.3 -0.145
O 0.32120 1.00758 -2.31449 0.9 1.9 3.0 -0.259
H -0.85938 3.70227 4.10211 0.2 -1.1 -0.7 0.049
H -1.50588 2.25216 3.20700 0.9 0.5 0.3 0.030
H -0.02701 2.10949 4.22973 -0.4 0.6 -0.8 0.076
H 1.32960 2.72200 2.22021 -1.0 0.3 0.0 0.051
H 0.57179 4.33045 2.46583 -0.1 -1.2 -0.6 0.129
H -1.19729 3.99704 0.97057 0.4 -1.4 -0.4 0.174
H -2.93525 2.53913 1.65057 0.5 -0.9 -0.8 0.129
H -3.18604 1.01954 0.66032 1.1 0.6 0.3 0.102
H -3.48606 3.90090 -0.17260 0.8 -0.8 -0.2 0.147
H -4.50168 2.45903 -2.19409 0.3 -0.4 2.2 -0.036
H -4.42329 1.05708 -1.06636 -0.2 1.2 0.2 0.078
H -5.43391 2.58614 -0.62289 0.8 -0.6 -0.3 0.087
H -2.57802 3.53836 -2.24090 0.3 -0.5 0.3 0.112
H -3.83848 -1.38406 0.48226 0.7 -0.1 0.8 0.109
H -5.09597 -2.37839 2.40114 1.2 0.4 0.4 0.115
H -4.01320 -2.63062 4.75795 0.9 0.5 -0.7 0.114
H -1.52784 -1.84182 5.06530 -0.4 0.1 -1.3 0.115
H -0.21642 -0.88917 3.09924 -1.0 -0.3 -0.1 0.089
H 0.92771 -1.23010 1.45554 0.7 0.9 0.0 0.059
H 1.58274 0.67085 3.33284 0.7 -0.3 -0.9 0.079
H 3.08578 -1.05760 4.38843 -0.5 -0.1 -1.0 0.088
H 2.42236 -2.07878 2.94895 0.3 0.9 0.7 0.079
H 4.00733 -1.24794 2.85832 -1.3 0.1 0.5 0.044
H 2.91868 2.10947 -2.28592 -0.1 0.2 0.4 0.057
H 3.58025 1.69089 -0.84478 -0.5 0.3 0.0 -0.004
H -0.07845 1.86973 -2.04773 -0.4 -0.2 -0.8 0.030
C -0.46450 -6.41489 1.19087 -0.1 0.1 -0.2 -1.055
Cl -0.66827 -6.13436 2.92674 -0.1 0.1 0.0 0.499
Cl 0.72877 -7.68197 0.88144 -0.1 0.0 -0.1 0.511
H -1.42045 -6.72214 0.76849 0.4 0.1 0.3 -0.090
H -0.13198 -5.49723 0.72261 0.1 -0.2 0.1 -0.016
C -3.27380 -9.44492 0.69842 0.0 -0.3 0.1 -0.988
Cl -3.59589 -9.23141 2.42180 0.0 -0.1 0.0 0.513
Cl -3.11746 -7.88522 -0.12321 -0.4 -0.2 -0.3 0.562
H -2.34664 -9.99962 0.57870 0.0 0.2 0.1 0.031
H -4.09600 -9.99697 0.25090 0.0 0.2 0.1 0.029
C 2.70230 5.59471 -1.71397 -0.1 -0.1 -0.2 -1.041
Cl 2.87376 6.50947 -0.21182 -0.1 0.0 0.1 0.502
Cl 4.20438 5.61263 -2.64917 -0.3 -0.1 0.1 0.485
H 2.44963 4.56406 -1.47638 0.1 0.1 0.1 -0.030
H 1.90951 6.04042 -2.31002 0.1 0.1 0.1 0.027
C -4.05070 1.69552 5.66937 -0.1 0.0 0.2 -0.982
Cl -3.11507 3.18371 5.51484 -0.1 0.0 0.2 0.563
Cl -4.42064 1.01079 4.08167 -0.1 0.0 0.0 0.551
H -3.47396 0.97285 6.24141 0.0 0.1 -0.2 0.030
H -4.98227 1.91617 6.18394 0.1 0.0 -0.2 0.033
C 7.41726 5.53865 -5.34071 0.2 0.0 -0.1 -1.029
Cl 5.89687 5.99205 -6.12063 0.0 0.0 -0.1 0.495
Cl 7.17203 5.15274 -3.63195 0.2 0.0 0.0 0.475
H 7.82381 4.66603 -5.84448 -0.2 0.1 0.2 -0.066
H 8.11472 6.36884 -5.41772 -0.2 0.0 0.1 0.033
C -6.00448 3.43580 -5.02481 -0.2 0.0 -0.3 -0.977
Cl -6.12543 2.63778 -3.44976 -0.9 0.2 -1.1 0.608
Cl -4.87859 4.79720 -4.96408 0.0 0.0 0.0 0.512
H -5.64920 2.71628 -5.75767 0.1 0.1 0.2 0.033
H -6.98666 3.80200 -5.31205 0.1 0.0 0.1 0.032
C 7.93360 2.18430 -7.89775 -0.1 -0.1 -0.2 -1.002
Cl 8.82035 3.70820 -8.02121 0.1 0.0 -0.2 0.539
Cl 7.83147 1.63654 -6.21957 -0.1 0.0 0.0 0.510
H 6.92766 2.33042 -8.28254 0.1 0.1 0.1 0.030
H 8.44832 1.42861 -8.48523 0.1 0.1 0.1 0.028
C 4.41038 -8.93316 0.10938 0.0 0.2 0.1 -1.044
Cl 5.97226 -9.75717 0.05182 0.0 0.1 0.0 0.508
Cl 3.10002 -10.00024 -0.40912 -0.1 0.1 0.0 0.485
H 4.21901 -8.61152 1.12995 0.0 -0.1 -0.1 0.022
H 4.44284 -8.06995 -0.55033 0.0 -0.2 0.0 0.025
```
Forces are in eV/Å.

(2)
DFT (ωB97M-V/def2-TZVPD) results for the molecule C4H7Cl2NS at a distorted geometry.

Values from the calculation:
HOMO-LUMO gap	9.5	eV
LUMO	0.026	eV
highest occupied orbital energy	-0.350	hartree
total charge	0

XYZ file:
```
15
Properties=species:S:1:pos:R:3:forces:R:3:lowdin_charge:R:1
C 0.36755 -0.05048 -0.46804 -0.7 0.9 -0.8 -0.586
C -0.94357 0.57706 -0.10757 0.2 2.5 2.5 -0.278
C 0.48053 -1.53906 -0.19306 -0.5 -1.6 -2.9 -0.114
C -2.13776 0.23140 -0.50540 -1.9 -2.1 -0.8 -0.570
N 1.69950 0.47988 1.69861 -3.2 -0.5 -1.5 -0.323
S 1.84588 0.81950 0.22777 0.3 -0.6 -0.2 0.634
Cl -3.60801 0.95001 0.14947 0.5 0.1 -0.3 0.564
Cl 1.26323 2.83938 -0.28810 -0.1 0.0 0.0 0.126
H 0.34079 0.18675 -1.55492 1.0 -0.5 0.4 0.124
H -0.93968 1.52246 0.55727 0.2 -1.7 -1.0 0.103
H 1.35531 -1.95344 -0.74544 -0.5 0.4 -0.3 0.075
H 0.77886 -1.89388 0.77936 -1.1 0.4 0.8 0.061
H -0.47550 -2.03576 -0.72988 2.2 0.8 1.8 0.132
H -2.45223 -0.66202 -1.13898 0.9 1.3 0.8 0.089
H 2.42509 0.52820 2.31891 2.6 0.6 1.4 -0.036
```
Forces are in eV/Å.

(3)
DFT (ωB97M-V/def2-TZVPD) results for a structure of composition H24O12 at a distorted geometry.

Values from the calculation:
HOMO-LUMO gap	8.8	eV
LUMO	-1.076	eV
highest occupied orbital energy	-0.361	hartree
total charge	0

XYZ file:
```
36
Properties=species:S:1:pos:R:3:forces:R:3:lowdin_charge:R:1
O -1.70498 1.35137 0.68563 -7.9 4.5 3.7 -0.019
H -1.28657 1.80824 1.41531 0.0 0.7 -0.3 0.077
H -1.01522 0.79518 0.32353 0.0 -0.2 0.8 -0.271
O -2.39882 -1.25987 -0.40495 -2.5 -1.7 3.8 -0.028
H -2.12644 -0.52562 0.14543 -0.8 0.0 0.5 0.023
H -1.91468 -1.13994 -1.22193 -1.8 -0.5 0.9 -0.205
O 0.29814 -1.87798 0.07717 3.9 -3.8 -4.4 -0.026
H 0.98397 -2.51192 -0.13257 0.3 -0.7 0.1 0.161
H -0.43115 -2.11505 -0.49569 -0.9 0.3 -1.4 0.118
O -0.96663 0.20337 2.89750 -0.9 0.5 1.2 -0.042
H -0.22720 0.04867 2.30967 0.0 0.0 0.5 -0.058
H -1.47593 0.89000 2.46694 -0.6 -0.8 0.7 0.000
O -0.63043 2.40911 -1.02126 0.7 2.0 -3.0 -0.028
H -0.16465 3.02075 -0.45102 -0.5 0.6 0.4 0.079
H -1.23634 1.95155 -0.43840 -1.6 0.3 0.9 -0.064
O 2.41170 1.03366 0.94408 1.3 1.4 -0.4 -0.009
H 3.02770 0.37319 1.26119 0.6 0.2 -0.2 0.060
H 2.48777 0.99467 -0.00930 0.5 -0.6 0.3 0.013
O -1.24791 -2.82976 1.40547 -1.5 -1.4 1.3 -0.048
H -0.52640 -3.16780 1.93592 0.1 0.0 0.4 0.039
H -0.82452 -2.27628 0.74925 -2.0 -1.0 2.5 -0.100
O 0.95784 0.12663 -2.16802 1.9 0.0 -0.8 -0.031
H 1.86353 0.10649 -2.47716 0.4 0.5 -0.3 0.092
H 0.62460 -0.75327 -2.34395 -0.1 -0.3 0.0 0.058
O 1.70860 2.65275 -1.31414 2.5 0.5 -0.3 -0.042
H 0.78833 2.39187 -1.34955 -0.6 -0.6 -0.8 -0.075
H 2.14130 1.94260 -0.84014 0.0 1.1 -0.5 -0.030
O -1.19146 -0.75940 -2.04632 3.0 0.9 -6.2 0.056
H -0.96116 0.15653 -1.89062 -0.1 0.7 0.2 0.094
H -1.38312 -0.80276 -2.98312 -0.4 -0.1 -0.6 0.141
O 1.03960 -0.53198 1.80208 2.4 -2.1 2.6 -0.057
H 1.94541 -0.54479 2.11123 -0.5 0.0 0.7 0.094
H 1.01100 -1.19805 1.11523 1.1 -0.4 1.5 -0.004
O -0.19956 0.19669 0.03020 5.4 -2.2 -3.0 -0.005
H 0.50635 0.42336 -0.57522 0.1 0.3 -0.3 0.051
H 0.11733 -0.58220 0.48752 -1.4 1.9 -0.6 -0.012
```
Forces are in eV/Å.

(4)
DFT (ωB97M-V/def2-TZVPD) results for the molecule C4H5NO at a distorted geometry.

Values from the calculation:
HOMO-LUMO gap	11.6	eV
LUMO	0.825	eV
highest occupied orbital energy	-0.394	hartree
SMILES	C[C@H]1O[C@H]1C#N
total charge	0

XYZ file:
```
11
Properties=species:S:1:pos:R:3:forces:R:3:lowdin_charge:R:1
C -1.05785 -0.68481 0.57141 -0.1 0.1 -0.1 -0.049
C 0.38255 -0.30451 0.50473 0.2 -0.8 -0.4 -0.187
C 1.07265 0.34954 -0.59221 0.1 1.0 0.2 -0.367
O 0.89281 -0.99927 -0.82477 0.0 -0.1 1.9 0.008
C 0.29333 1.42521 -1.16309 -0.8 0.9 -0.7 -0.146
N -0.39135 2.33973 -1.33660 0.6 -0.7 -0.2 0.164
H -1.65575 -0.14417 1.30985 0.2 0.1 -0.1 0.089
H -1.49481 -0.62581 -0.42420 -0.2 0.1 0.2 0.090
H -1.03418 -1.73902 0.87406 -0.2 0.1 -0.1 0.092
H 0.86868 -0.18136 1.49153 0.5 -1.3 -0.7 0.153
H 2.12392 0.56446 -0.41072 -0.1 0.6 -0.1 0.154
```
Forces are in eV/Å.

(5)
DFT (ωB97M-V/def2-TZVPD) results for the ion C4H13N2S with charge +1 at a distorted geometry.

Values from the calculation:
HOMO-LUMO gap	9.2	eV
LUMO	-3.529	eV
highest occupied orbital energy	-0.469	hartree
SMILES	NCC[NH2+]CCS
total charge	+1

XYZ file:
```
20
Properties=species:S:1:pos:R:3:forces:R:3:lowdin_charge:R:1
C 1.04862 1.25156 -0.09019 -0.7 0.6 1.5 -0.143
N 0.78189 -0.26384 -0.05546 6.1 0.9 -4.9 -0.086
C -0.12349 -0.72580 0.98509 -0.5 -2.4 -1.2 -0.242
C -0.13752 -2.44897 0.74461 -0.8 4.1 -0.2 -0.485
S -1.55542 -2.71597 1.82122 -0.3 -0.4 0.7 0.732
C -0.25587 2.07373 -0.44232 0.2 -1.0 -0.3 -0.204
N -0.44187 1.73978 -1.87163 -0.3 0.0 -0.6 -0.011
H 1.53525 1.40257 0.85679 -0.5 0.6 1.0 0.109
H 1.88399 1.54868 -0.72909 -0.5 -0.7 -0.8 0.129
H 1.89161 -0.69270 -0.03102 -4.0 1.1 0.6 0.270
H 0.32745 -0.34411 1.95321 -1.1 -0.7 -1.0 0.152
H -1.16157 -0.37438 0.68768 1.4 -0.2 0.9 0.115
H 0.88725 -2.69228 1.09974 -0.9 -0.8 -0.6 0.076
H -0.43936 -2.48009 -0.36493 1.0 -0.6 1.7 0.099
H -2.13314 -3.87600 1.46981 0.5 -0.1 -0.3 -0.128
H -1.15589 1.94273 0.25363 1.3 -0.3 -1.1 0.138
H -0.03187 3.12435 -0.39036 0.4 0.4 0.4 0.106
H -1.32614 1.42743 -2.24207 -0.5 -0.3 0.9 0.076
H -0.26265 2.51925 -2.49863 0.5 0.1 0.4 0.085
H 0.66873 -0.41596 -1.15608 -1.2 -0.2 2.8 0.214
```
Forces are in eV/Å.

(6)
DFT (ωB97M-V/def2-TZVPD) results for a cluster of 2 separate species, ClH2NO2Si in total at a distorted geometry.

Values from the calculation:
HOMO-LUMO gap	9.1	eV
LUMO	-1.487	eV
highest occupied orbital energy	-0.391	hartree
SMILES	O=[SiH2].O=NCl
total charge	0

XYZ file:
```
7
Properties=species:S:1:pos:R:3:forces:R:3:lowdin_charge:R:1
N -1.29048 -0.91175 -1.14013 -1.1 -0.9 0.4 -0.377
O -1.47389 0.09144 -0.62042 0.0 0.7 0.3 -0.104
O 0.08254 -0.88245 1.66926 0.2 1.5 -0.5 -0.428
Si 0.61188 0.43367 1.05517 -0.3 -3.8 0.9 0.619
Cl -0.08220 -0.86673 -2.45585 0.9 0.1 -0.8 0.481
H 0.69745 1.69400 1.55304 -0.4 2.6 1.4 -0.102
H 1.45470 0.44181 -0.06107 0.8 -0.2 -1.6 -0.090
```
Forces are in eV/Å.